168
Properties=species:S:1:pos:R:3:forces:R:3:lowdin_charge:R:1 method="wB97M-V/def2-TZVPD" orbital_gap_ev=8.448 charge=0 multiplicity=1 lumo_energy_ev=-0.79 smiles="O=[N+]([O-])c1ccccc1.O=[N+]([O-])c1ccccc1.O=[N+]([O-])c1ccccc1.O=[N+]([O-])c1ccccc1.O=[N+]([O-])c1ccccc1.O=[N+]([O-])c1ccccc1.O=[N+]([O-])c1ccccc1.O=[N+]([O-])c1ccccc1.O=[N+]([O-])c1ccccc1.O=[N+]([O-])c1ccccc1.O=[N+]([O-])c1ccccc1.O=[N+]([O-])c1ccccc1" relative_energy_kcal_mol=85.47 e_tot_ha=-5241.31181 max_force_ha_per_bohr=0.070 homo_energy_ev=-9.2408
O 0.566 -0.965 -3.053 0.339 0.506 -0.165 0.0449
O -4.106 -0.913 -0.094 0.133 2.287 0.606 0.0877
O 0.670 1.385 -7.604 0.257 1.557 0.058 0.0797
O 0.645 -4.717 2.962 -0.274 0.651 -0.304 0.0671
O 3.570 4.044 1.648 -0.864 -1.166 -0.646 0.0716
O 3.749 -1.900 -1.563 0.402 0.469 -0.329 0.0826
O -2.208 -2.031 2.567 -0.260 0.603 -0.501 0.0713
O -2.634 -4.087 2.116 -0.282 -0.266 -0.305 0.0929
O -3.128 -2.581 -0.962 0.476 -0.251 0.136 0.0697
O 2.200 0.471 -3.002 -1.109 -0.417 0.305 0.0717
O 3.278 -5.026 -9.086 0.125 -0.279 -0.295 0.0679
O 4.765 -3.832 -1.548 -0.804 1.204 -0.281 0.0568
O 1.632 7.647 2.708 -1.439 -0.104 1.077 0.0507
O 4.348 -3.162 -8.919 0.352 0.190 -0.356 0.0890
O -1.877 1.543 5.775 -0.744 0.539 -0.094 0.0894
O -0.072 0.749 -9.542 -0.029 0.955 -0.596 0.0970
O -0.484 0.042 6.395 -0.169 0.500 -0.246 0.0430
O 2.577 -5.502 3.352 0.478 1.062 -0.470 0.0837
O 0.018 7.893 4.153 0.020 1.159 1.781 0.0999
O -0.760 2.159 -3.737 0.636 -1.117 0.374 0.0964
O -0.887 3.731 -2.269 0.484 -0.123 1.199 0.0709
O -3.001 1.769 2.880 2.287 -0.597 -0.292 0.0828
O -4.721 2.971 2.675 -0.731 0.037 -0.063 0.0764
O 4.131 5.659 2.892 0.120 0.868 1.018 0.0883
N 1.200 -0.061 -2.532 0.701 0.061 0.990 -0.3009
N -0.875 3.304 -3.390 -1.181 0.520 -1.698 -0.3479
N -4.163 1.946 3.030 -1.448 1.618 -0.524 -0.3404
N 0.211 0.588 -8.382 0.121 -0.911 0.069 -0.3647
N 4.330 4.921 1.965 -0.460 0.551 -0.056 -0.3668
N -3.988 -2.088 -0.251 1.447 -0.160 -1.966 -0.3655
N 3.766 -3.103 -1.492 0.725 -1.263 0.990 -0.3323
N 0.503 7.414 3.182 1.327 -0.321 -2.185 -0.3570
N 3.616 -4.023 -8.502 -1.110 0.331 1.255 -0.3469
N 1.852 -4.555 3.054 -1.242 -2.722 1.150 -0.3373
N -2.316 -3.200 2.865 0.892 0.291 0.978 -0.3161
N -0.754 1.126 5.876 0.184 -1.360 0.341 -0.3249
C -1.662 6.268 2.870 0.729 -1.721 0.670 0.0102
C 0.343 1.913 5.356 0.688 -0.017 0.688 -0.1785
C 2.485 -3.767 -1.186 1.368 0.980 -0.013 -0.2065
C 3.120 -2.582 -6.573 -0.332 1.537 1.901 -0.0076
C -0.069 -1.797 -8.725 -0.411 -0.219 -1.213 -0.0105
C 0.027 -0.730 -7.865 -0.289 -1.362 0.610 -0.1746
C 2.721 2.300 5.355 -1.144 -1.559 0.943 -0.0444
C 2.127 -3.430 -4.560 -0.096 -1.271 0.400 -0.0885
C 8.001 4.855 -0.067 0.100 1.865 0.935 -0.0755
C -6.990 -4.371 1.129 -2.357 -2.055 0.402 -0.0902
C -4.936 0.929 3.692 2.535 -0.938 1.547 -0.1543
C 0.091 3.101 4.708 1.537 0.538 -0.263 0.0252
C 3.401 -0.750 2.472 0.204 0.713 -0.667 -0.0679
C -1.222 4.811 -6.726 -0.412 1.988 -2.555 -0.0773
C -1.954 -3.535 4.271 -0.604 -0.496 -1.713 -0.1873
C -0.366 -3.249 -6.794 -0.241 -2.004 -1.596 -0.0773
C 5.531 5.082 1.201 1.975 -0.734 -0.608 -0.1449
C -0.543 4.932 0.706 0.701 -0.583 -0.593 -0.0811
C -4.135 0.040 4.410 -2.459 -2.627 0.073 0.0372
C 0.261 -3.630 -0.541 -0.587 -1.148 1.373 -0.0392
C 1.601 1.491 5.720 2.070 0.141 0.149 0.0005
C 1.026 1.644 0.826 0.081 0.411 -0.434 -0.0631
C -1.774 4.595 1.153 -2.485 -1.410 -0.230 -0.0782
C 2.454 3.475 4.711 0.724 0.969 -0.726 -0.0834
C 2.158 -0.881 3.042 -1.144 1.259 0.377 -0.0757
C 2.667 -2.377 -5.273 -0.216 -1.305 -0.781 -0.0505
C -0.036 -0.929 -6.506 -0.257 -0.228 0.120 0.0058
C -2.058 6.368 -5.073 0.571 -2.100 0.258 -0.0559
C -1.802 -2.577 5.198 0.152 1.945 0.485 -0.0566
C 2.203 -4.736 -5.084 -0.429 -0.078 -0.668 -0.0413
C -6.185 -1.094 5.043 -1.136 0.397 0.029 -0.0697
C -1.496 -2.939 6.496 0.718 1.537 2.374 -0.0710
C -1.735 6.056 -6.373 -0.621 0.124 -0.517 -0.0741
C 7.908 5.396 1.227 -0.927 0.681 0.339 -0.0555
C -6.186 -4.940 0.169 1.005 1.959 0.064 -0.0458
C 4.058 -1.873 2.024 2.210 -0.449 -1.380 -0.0809
C 3.574 -3.149 2.176 -0.863 -0.838 1.373 -0.0070
C 5.592 4.536 -0.092 2.215 0.819 1.471 0.0272
C -2.363 5.222 2.245 -0.714 1.183 0.142 -0.0528
C -1.789 5.427 -4.047 -0.036 2.015 -0.880 0.0141
C -4.819 -1.072 5.001 0.796 1.287 0.124 -0.0454
C -5.101 -4.175 -0.294 -1.569 -0.708 1.296 0.0352
C -0.347 6.475 2.455 -0.134 0.095 -0.273 -0.1815
C 2.441 -5.088 -1.461 -2.519 -1.612 -0.333 -0.0077
C -6.825 -3.133 1.697 -1.012 0.875 0.448 -0.0727
C -1.596 -5.216 5.842 0.941 -1.325 2.257 -0.0589
C 0.745 0.346 -1.140 -1.374 -0.614 -1.849 -0.1400
C 2.372 -3.252 2.882 0.545 1.695 -0.594 -0.1612
C 3.030 -3.804 -7.109 1.160 -1.168 -2.207 -0.1719
C -0.993 0.413 0.455 -1.267 -0.649 -0.464 -0.0431
C 1.505 1.183 -0.381 -0.717 -0.482 0.247 -0.0215
C -6.298 0.901 3.684 0.048 -0.349 -1.033 -0.0227
C -6.929 -0.097 4.358 -0.256 -1.480 1.155 -0.0647
C 2.609 -4.907 -6.439 -0.377 -1.806 1.745 -0.0145
C -0.281 -2.177 -5.945 0.461 0.382 0.701 -0.0659
C -0.554 -0.039 -0.786 2.074 1.218 1.502 0.0153
C 1.184 3.917 4.357 -1.013 -1.809 0.752 -0.0044
C -0.967 3.888 -5.794 0.386 0.110 0.922 -0.0104
C -1.208 4.261 -4.481 0.199 -0.688 1.661 -0.1320
C -5.818 -2.356 1.229 1.142 0.540 -0.400 0.0040
C -0.259 1.286 1.237 0.897 0.063 -0.280 -0.0592
C 6.856 4.463 -0.716 -1.414 -1.098 -0.111 -0.0609
C -4.981 -2.920 0.273 -0.634 -1.019 0.333 -0.1910
C -1.792 -4.850 4.545 -0.368 -2.228 -0.840 -0.0425
C 0.216 5.844 1.369 -1.107 0.513 0.347 -0.0086
C 0.104 -5.015 -0.830 -0.139 0.284 -0.665 -0.0491
C 1.622 -2.122 3.289 0.091 -1.621 -0.541 0.0324
C -0.244 -3.048 -8.175 0.163 -0.904 -0.765 -0.0790
C 1.179 -5.748 -1.294 1.108 1.177 0.134 -0.0488
C -1.424 -4.258 6.863 -0.272 -1.190 -0.854 -0.0629
C 6.676 5.515 1.895 -0.015 -0.687 -1.835 0.0181
C 1.477 -2.997 -0.634 -0.624 -1.075 -0.537 -0.0151
H 5.010 -1.848 1.456 -0.609 0.605 0.507 0.1268
H -7.896 -4.981 1.368 0.786 0.696 0.176 0.1235
H -2.000 0.063 0.727 0.528 0.497 0.206 0.0903
H -0.233 -3.926 -8.872 -0.198 0.871 0.842 0.1265
H 1.870 -5.594 -4.445 0.292 0.827 -0.883 0.1136
H 2.709 -1.399 -4.915 -0.175 1.354 0.836 0.0858
H -1.243 -2.188 7.312 -0.658 -0.685 -1.513 0.1283
H -1.159 -0.635 -1.389 -0.810 -0.923 -0.942 0.0907
H -0.503 -4.347 -6.611 0.116 1.397 0.913 0.1278
H -0.225 -2.229 -4.847 -0.435 -0.218 -0.718 0.0984
H 4.092 -4.085 1.884 -0.304 0.950 0.007 0.1415
H -0.870 -5.539 -0.807 0.546 0.720 0.391 0.1185
H 3.250 -5.582 -1.945 0.571 -0.222 0.022 0.1141
H 2.432 1.515 -0.712 1.559 0.378 -0.699 0.1021
H 1.132 6.133 0.977 1.678 0.403 -0.232 0.1024
H 1.052 -6.787 -1.529 0.141 -0.295 -0.114 0.0999
H -0.914 3.346 4.532 -1.114 0.535 -0.423 0.0987
H -6.476 -5.864 -0.247 0.050 -0.971 -0.427 0.0959
H 0.620 -2.278 3.689 0.300 0.140 0.038 0.1090
H -6.768 1.471 2.925 -0.762 0.956 -0.036 0.1203
H 3.304 4.080 4.446 0.021 0.326 -0.097 0.0841
H 6.925 3.927 -1.661 -0.054 0.513 -0.063 0.1128
H -2.583 7.232 -4.838 -0.599 1.638 0.362 0.0839
H -1.446 -6.267 6.195 -0.328 0.849 -0.912 0.1254
H 8.924 5.061 -0.598 0.076 -0.835 -0.015 0.1111
H 8.746 5.882 1.712 0.262 -0.382 -0.132 0.1051
H -5.627 -1.315 1.508 -0.220 -0.555 0.100 0.1239
H -1.915 -1.546 4.878 0.204 -0.171 0.358 0.0928
H -0.694 1.707 2.112 -0.213 0.147 0.636 0.0735
H -1.044 4.669 -7.819 0.018 -0.299 1.137 0.1335
H -8.003 -0.157 4.363 -0.218 0.016 -0.082 0.1058
H 1.553 0.040 3.206 0.548 -0.902 0.186 0.1072
H -6.655 -1.885 5.654 -0.039 0.536 -0.700 0.1198
H 6.564 5.923 2.873 0.107 0.183 0.469 0.1096
H 3.780 0.258 2.267 0.007 -0.529 0.108 0.1192
H -4.324 -1.883 5.526 0.423 0.331 -0.165 0.1004
H 1.015 4.818 3.822 0.100 0.561 -0.244 0.0810
H -0.081 -1.654 -9.818 0.250 -0.039 0.754 0.1318
H -3.082 -0.030 4.416 0.694 0.751 -0.225 0.0648
H -0.531 -3.156 0.018 -0.362 0.318 -0.382 0.0941
H 0.112 -0.104 -5.868 0.079 0.874 0.709 0.1036
H -1.967 6.626 3.849 -0.228 0.477 -0.482 0.1203
H -1.971 6.725 -7.192 0.038 0.257 0.206 0.1072
H -4.450 -4.568 -1.029 0.624 0.098 -0.549 0.1128
H 3.761 2.025 5.622 -0.936 0.106 -0.182 0.1225
H -3.413 5.030 2.561 1.099 -0.192 -0.296 0.1052
H 2.666 -5.898 -6.942 -0.161 0.911 0.587 0.1327
H -0.481 3.027 -6.146 0.368 -1.414 0.396 0.0906
H 1.731 0.585 6.330 -0.121 0.503 -0.538 0.1266
H 1.621 -1.993 -0.307 0.146 0.486 0.024 0.1034
H 1.731 2.366 1.232 -0.703 -0.011 0.945 0.0950
H -0.162 4.427 -0.153 0.269 -0.172 -0.435 0.0847
H -1.967 5.779 -3.007 0.227 -1.072 -0.874 0.1370
H -1.235 -4.622 7.883 -0.031 0.521 -0.522 0.1161
H -7.552 -2.657 2.368 0.260 -0.676 -0.094 0.1154
H -1.852 -5.579 3.718 0.011 0.436 0.714 0.1356
H 3.467 -1.707 -7.045 0.587 0.479 -1.025 0.1191
H 4.709 4.167 -0.504 -1.140 -0.587 -0.844 0.0948
H -2.319 3.799 0.588 0.347 0.741 0.704 0.1299
H 1.578 -3.309 -3.612 0.707 0.212 -0.368 0.1007